Entry 1:
An isolated molecule of C18H25N3O3S, computed with ωB97M-V with the def2-TZVPD basis set.

Its net charge is 0. The value obtained for the HOMO energy is -0.29933 Ha. As for the structure (SMILES): CCCCOC(=O)n1c(SCC(=O)N(CC)CC)nc2ccccc21. The calculation puts the HOMO-LUMO gap at 8.8 eV. The calculation puts the maximum force at 1.0 eV/Å.

```
50
Properties=species:S:1:pos:R:3:forces:R:3:nbo_charge:R:1
C -4.166513 -3.026511 3.861183 -0.024 0.080 -0.251 -0.61
C -3.854552 -2.970758 2.370209 0.074 -0.190 0.093 -0.40
C -2.588690 -3.742541 1.993433 0.061 0.490 -0.030 -0.43
C -1.310441 -3.078509 2.499236 -0.043 -0.802 0.019 -0.07
O -1.174517 -1.749466 1.988867 -0.037 0.535 -0.121 -0.50
C -0.679693 -1.639868 0.759600 0.064 -0.383 0.140 0.92
O -0.279260 -2.547430 0.075275 -0.119 -0.128 0.251 -0.60
N -0.649332 -0.331834 0.329514 0.060 0.251 -0.255 -0.44
C -0.166060 0.046489 -0.928880 -0.031 0.270 -0.024 0.24
S 0.414014 -1.139383 -2.029859 0.252 -0.397 -0.829 0.35
C 0.801898 -0.079753 -3.472400 -0.427 0.028 0.435 -0.63
C 1.465627 1.271809 -3.226229 -0.007 -0.168 -0.376 0.71
O 0.955226 2.265423 -3.702705 -0.136 0.212 -0.187 -0.63
N 2.635055 1.302516 -2.552042 0.194 0.145 0.208 -0.46
C 3.434264 0.150558 -2.196182 0.226 -0.283 -0.296 -0.22
C 4.421644 -0.218772 -3.305039 -0.099 0.066 0.272 -0.61
C 3.209172 2.605118 -2.258706 -0.137 0.288 0.082 -0.22
C 2.869941 3.046616 -0.838362 0.065 -0.057 -0.242 -0.61
N -0.209091 1.319333 -1.134764 0.032 -0.293 -0.328 -0.49
C -0.750779 1.872317 0.004040 -0.261 -0.421 0.699 0.18
C -1.018848 3.201718 0.291757 0.010 -0.176 0.007 -0.23
C -1.572274 3.486787 1.525798 -0.013 0.147 0.012 -0.21
C -1.852233 2.482401 2.447743 -0.025 -0.029 0.064 -0.22
C -1.590825 1.148969 2.175788 -0.051 -0.107 0.150 -0.22
C -1.037585 0.859032 0.945015 -0.079 0.710 0.033 0.09
H -3.392653 -2.534710 4.444972 0.059 0.042 0.147 0.20
H -5.109797 -2.525526 4.064718 -0.062 0.035 0.119 0.22
H -4.247827 -4.058683 4.195364 -0.017 -0.101 0.098 0.20
H -4.693867 -3.395967 1.816218 0.000 0.083 -0.047 0.21
H -3.746183 -1.929501 2.058870 -0.081 -0.003 -0.091 0.20
H -2.630579 -4.752082 2.405458 0.036 -0.079 -0.015 0.21
H -2.521562 -3.823676 0.906519 0.054 -0.109 0.023 0.22
H -0.438446 -3.666608 2.196569 -0.099 0.130 0.132 0.21
H -1.320433 -2.961489 3.583475 0.051 0.019 -0.104 0.19
H 1.424557 -0.709258 -4.108750 0.007 -0.062 0.020 0.24
H -0.138882 0.127395 -3.981687 0.194 0.066 -0.039 0.26
H 3.985081 0.392655 -1.283342 -0.105 -0.061 0.020 0.20
H 2.795090 -0.705030 -1.979739 0.137 0.159 0.097 0.22
H 3.892831 -0.459260 -4.223896 -0.043 -0.041 -0.110 0.20
H 5.007752 -1.083014 -3.004347 0.125 -0.112 -0.021 0.21
H 5.099926 0.606019 -3.510015 0.086 0.061 -0.056 0.21
H 2.785982 3.314943 -2.971986 0.181 -0.093 0.050 0.24
H 4.291815 2.557779 -2.400351 -0.029 -0.009 -0.057 0.18
H 3.267230 4.040580 -0.651571 0.059 0.122 0.087 0.21
H 3.289412 2.361546 -0.103871 0.022 -0.049 0.116 0.20
H 1.790704 3.067173 -0.716633 -0.080 0.028 0.044 0.22
H -0.804278 3.969134 -0.433688 0.030 0.101 -0.099 0.23
H -1.795341 4.511527 1.782536 -0.021 0.088 0.023 0.21
H -2.286167 2.746539 3.400339 -0.034 0.017 0.078 0.21
H -1.810514 0.375256 2.892548 -0.020 -0.019 0.059 0.23
```
Positions in Å, forces in eV/Å.



Entry 2:
A structure of composition C18H25N3O3S, computed with ωB97M-V with the def2-TZVPD basis set.

Its net charge is 0. The value obtained for the HOMO energy is -0.28471 Ha. The calculation puts the HOMO-LUMO gap at 8.1 eV. The calculation puts the maximum force at 17.5 eV/Å.

```
50
Properties=species:S:1:pos:R:3:forces:R:3:nbo_charge:R:1
C -1.103621 -3.206268 -2.117932 -0.305 -2.126 -3.517 -0.62
C -0.607574 -1.948260 -1.460961 -2.455 -0.612 1.855 -0.45
H 0.483611 -1.732466 -1.491922 -0.773 -0.496 0.017 0.24
C -1.328073 -0.735458 -2.136337 -3.642 -7.896 -4.742 -0.20
N -1.005862 0.322403 -1.556937 1.171 14.568 9.590 -0.37
C 0.066081 1.130112 -1.514155 2.260 -0.620 0.028 0.15
N 0.052195 2.114307 -0.593403 13.417 -0.453 -8.066 -0.31
N -1.010991 2.227958 -0.161606 -13.103 -1.028 6.032 -0.24
C -1.747576 1.201400 -0.509460 -0.887 -2.064 -0.757 0.29
C -2.965973 0.741960 0.167437 -0.332 5.271 -0.629 -0.31
C -2.824134 0.325996 1.555934 -1.251 -11.307 -5.544 -0.46
H -2.379446 0.928235 2.100708 4.660 5.524 5.107 0.17
H -2.107758 -0.932667 1.325036 -1.580 3.763 1.410 0.13
H -3.691411 -0.088154 2.014521 -0.905 0.026 0.181 0.21
C -3.900435 2.008906 0.197363 2.268 -5.446 14.904 -0.50
H -3.452756 2.732269 1.062912 -0.776 -1.192 -2.580 0.20
H -4.797971 1.595137 0.847161 1.014 1.038 -1.822 0.19
H -4.133215 2.413851 -0.565358 -2.924 5.296 -9.978 0.16
H -3.393919 0.175550 -0.549579 -1.844 -3.021 -1.473 0.21
S 1.329585 0.815016 -2.586158 -0.613 -2.013 -3.322 0.32
C 2.762231 1.540363 -1.995849 -3.751 0.368 8.461 -0.65
C 3.251760 0.592232 -0.807421 6.532 -0.738 -5.143 0.59
O 4.335252 -0.045402 -1.198271 -4.680 2.309 2.801 -0.58
C 2.473803 0.275298 0.408169 4.987 1.469 -6.786 -0.07
C 2.211324 -0.937200 0.238170 -7.009 -0.040 8.887 -0.17
C 1.413451 -1.422850 1.482966 -0.913 -1.543 -2.067 0.23
C 0.798610 -0.609771 2.271560 0.505 8.587 0.971 -0.21
C 1.185940 1.052618 2.043596 -8.831 -10.159 8.494 -0.19
C 1.959026 1.206624 1.173267 7.433 8.578 -5.712 0.20
O 2.542376 2.456871 0.923796 0.300 1.101 -0.610 -0.54
C 1.889684 3.681354 1.468261 -2.489 -7.185 3.494 -0.24
H 2.320905 4.443988 1.000889 1.565 3.260 -1.679 0.19
H 2.070172 3.560477 2.620294 -0.319 1.058 -1.978 0.17
H 0.788223 3.461533 1.268618 1.279 1.212 0.194 0.21
H 0.686537 1.583446 2.711760 -1.662 2.794 2.463 0.21
H 0.132336 -0.486830 3.090101 -0.484 -1.716 0.450 0.24
O 0.944637 -2.708707 1.612056 -5.275 6.382 4.268 -0.52
C 1.545528 -3.765034 1.386267 -0.799 -5.942 -7.978 -0.14
H 1.315484 -3.732413 0.062751 1.105 -1.862 2.276 0.04
H 2.514499 -3.641446 1.368569 5.607 -0.167 0.536 0.15
H 1.212110 -4.766812 1.721519 -0.265 1.064 0.401 0.20
H 2.517253 -1.778826 0.074782 4.782 -8.261 -4.835 0.22
H 2.357227 2.397002 -1.372098 1.066 0.086 -1.388 0.28
H 3.468255 1.628839 -2.673944 3.237 0.729 -3.135 0.25
H -2.577932 -0.731326 -2.201459 3.340 -0.837 -0.079 0.21
H -0.866975 -0.672747 -3.150783 -0.950 -0.530 0.008 0.22
H -1.002785 -2.109720 -0.373532 1.113 1.076 -1.445 0.22
H -0.582605 -4.225402 -1.687763 -1.593 2.601 -1.157 0.24
H -0.780845 -3.072862 -3.336363 -0.933 -0.904 3.173 0.19
H -2.366248 -3.263144 -2.157196 3.704 -0.004 0.424 0.22
```
Positions in Å, forces in eV/Å.



Entry 3:
A structure of composition C18H25N3O3STi, computed with ωB97M-V with the def2-TZVPD basis set.

Its net charge is 0. The value obtained for the HOMO energy is -0.24393 Ha. The calculation puts the HOMO-LUMO gap at 6.3 eV. The calculation puts the maximum force at 0.3 eV/Å.

```
51
Properties=species:S:1:pos:R:3:forces:R:3:nbo_charge:R:1
Ti 0.132392 0.971033 -0.946064 -0.216 0.053 -0.150 1.42
C -3.759838 1.567021 1.261855 -0.003 0.000 0.030 -0.26
C -3.430743 1.675274 2.603070 -0.021 0.000 -0.043 -0.14
C -2.103808 1.575102 2.983745 -0.034 -0.023 -0.012 -0.23
C -1.137571 1.368279 2.008659 -0.077 0.035 0.023 0.19
N -1.461340 1.257222 0.714498 -0.010 0.038 -0.041 -0.46
C -2.741001 1.356153 0.348635 0.013 0.005 0.026 0.08
C 0.311620 1.273947 2.317104 0.078 0.021 0.097 0.18
C 0.845185 1.573467 3.563728 0.015 -0.019 -0.012 -0.23
C 2.218262 1.492078 3.729364 0.005 0.000 0.012 -0.16
C 3.010072 1.133259 2.652891 0.020 -0.004 -0.015 -0.25
C 2.395773 0.864030 1.439253 -0.032 -0.003 -0.014 0.10
N 1.077607 0.922048 1.288428 0.037 -0.066 -0.057 -0.43
H -4.783662 1.645928 0.925263 0.006 -0.001 -0.016 0.23
H -4.200926 1.836786 3.345997 0.009 0.000 0.011 0.22
H -1.827699 1.650363 4.024722 -0.007 -0.004 0.001 0.22
H -2.903005 1.259610 -0.718499 -0.028 0.004 0.006 0.25
H 0.214641 1.882799 4.384072 0.005 0.001 0.004 0.22
H 2.666800 1.721777 4.687041 -0.016 0.004 0.007 0.22
H 4.085597 1.077761 2.743011 0.002 -0.004 -0.017 0.23
H 2.948809 0.625868 0.539317 0.020 -0.002 0.015 0.24
O 0.557333 -1.097051 -0.855771 0.072 -0.171 0.163 -0.95
S -0.029281 -1.877337 -2.034285 -0.047 0.187 -0.141 1.28
C 0.518300 -3.577399 -1.670645 0.007 -0.047 0.083 -0.61
C -0.725666 -4.441066 -1.485137 0.020 -0.025 0.000 -0.41
C -1.735806 -3.543715 -0.778163 -0.010 0.004 -0.022 -0.42
C -1.746127 -2.256156 -1.588292 -0.026 0.022 0.053 -0.60
H 1.076690 -3.465844 -0.740454 0.019 -0.046 -0.004 0.25
H 1.191332 -3.913458 -2.456377 -0.008 -0.002 -0.017 0.24
H -0.494901 -5.347938 -0.925814 0.005 0.005 0.009 0.23
H -1.121842 -4.746740 -2.456872 0.001 -0.013 0.005 0.21
H -1.408256 -3.343576 0.244498 0.006 0.014 -0.002 0.21
H -2.730118 -3.988354 -0.730511 0.001 -0.004 -0.001 0.22
H -2.114471 -1.362592 -1.090243 0.001 0.018 -0.004 0.27
H -2.291376 -2.362784 -2.527666 0.022 -0.027 -0.018 0.24
O 1.013323 2.597334 -1.061096 0.070 0.001 0.011 -0.50
O 1.836238 1.457535 -1.490903 0.112 0.105 -0.014 -0.51
C -2.462375 0.225278 -4.131929 0.005 -0.012 0.012 -0.60
C -1.445819 1.222117 -3.561149 -0.009 0.076 -0.030 0.09
C -2.091495 2.613171 -3.492298 0.005 -0.013 0.012 -0.61
C -0.226269 1.286810 -4.488848 0.008 -0.008 0.016 -0.62
N -1.028061 0.834200 -2.238071 -0.001 -0.103 0.047 -0.88
H -2.834233 0.548270 -5.107941 -0.002 0.002 -0.002 0.20
H -3.314378 0.121578 -3.454261 -0.003 0.000 -0.003 0.19
H -1.997546 -0.756081 -4.259467 -0.002 -0.002 0.006 0.19
H -2.388762 2.969144 -4.482826 0.001 -0.003 -0.003 0.20
H -1.380585 3.318498 -3.059433 -0.006 0.003 -0.005 0.22
H -2.981521 2.587464 -2.857209 -0.001 0.002 -0.001 0.19
H -0.501531 1.613710 -5.496093 -0.010 0.002 0.001 0.19
H 0.240465 0.301336 -4.558318 0.002 0.002 -0.001 0.20
H 0.511086 1.975326 -4.074256 0.003 -0.001 -0.004 0.23
```
Positions in Å, forces in eV/Å.



Entry 4:
A structure of composition C18H25N4O2S5V, computed with ωB97M-V with the def2-TZVPD basis set.

Its net charge is +2. The value obtained for the HOMO energy (alpha / beta) is -0.47407 / -0.47404 Ha. The calculation puts the HOMO-LUMO gap (alpha / beta) at 6.9 / 6.4 eV. The calculation puts the maximum force at 2.2 eV/Å. As for the multiplicity: 3.

```
55
Properties=species:S:1:pos:R:3:forces:R:3:nbo_charge:R:1
V -0.495591 0.378403 -0.617749 -0.351 -0.016 -1.327 0.77
C -0.505295 -0.978661 -3.858442 0.012 -0.062 0.251 -0.52
C 0.665743 -0.019772 -3.931343 -0.081 0.040 0.285 -0.53
S 0.555661 1.322314 -2.704014 0.159 0.152 -0.503 0.37
C -0.722483 2.427380 -3.412723 0.058 -0.131 0.228 -0.53
C -2.139044 2.097784 -2.981177 0.004 0.054 0.189 -0.51
S -2.218879 1.930566 -1.161590 -0.880 0.472 -0.565 0.37
C -3.855981 1.136227 -1.007211 0.093 0.130 0.024 -0.51
C -3.863415 0.308864 0.258623 0.310 -0.103 -0.060 -0.56
S -2.462533 -0.853323 0.374599 -0.803 -0.087 0.078 0.45
C -2.952810 -2.209414 -0.742653 0.224 0.172 0.056 -0.55
C -2.489123 -2.005719 -2.174126 0.157 0.044 0.137 -0.51
S -0.745709 -1.475826 -2.115171 -0.343 -0.799 -0.994 0.39
H -0.293603 -1.887050 -4.421605 -0.003 0.028 -0.061 0.27
H -1.424275 -0.536970 -4.241342 -0.005 0.008 0.013 0.22
H 0.754098 0.435545 -4.916034 0.067 -0.020 -0.026 0.27
H 1.602993 -0.523064 -3.693434 0.023 0.009 -0.039 0.27
H -0.628744 2.385958 -4.497108 0.030 0.035 -0.014 0.27
H -0.448251 3.433114 -3.094658 0.018 0.003 -0.021 0.25
H -2.493540 1.165431 -3.417641 0.003 -0.002 -0.011 0.22
H -2.816831 2.903295 -3.263914 -0.007 -0.021 -0.059 0.27
H -4.026199 0.530971 -1.895619 -0.026 -0.010 0.000 0.22
H -4.609079 1.922673 -0.965077 -0.002 0.000 -0.034 0.27
H -4.790229 -0.253620 0.361609 -0.017 0.011 0.044 0.27
H -3.751305 0.945079 1.137818 -0.071 -0.016 0.029 0.26
H -4.032273 -2.333332 -0.678362 -0.009 -0.054 -0.005 0.26
H -2.467395 -3.083021 -0.309672 -0.060 -0.037 0.008 0.27
H -3.070165 -1.246729 -2.695999 -0.003 -0.002 -0.029 0.21
H -2.536552 -2.940807 -2.731410 -0.025 0.012 -0.030 0.27
N 4.279231 -2.309336 5.524332 -0.019 0.008 -0.057 -0.75
C 3.485005 -2.056355 4.466458 -0.066 -0.004 -0.079 0.25
C 2.138096 -2.482116 4.469120 -0.024 -0.005 -0.001 -0.27
C 1.313798 -2.198621 3.411874 -0.061 -0.045 0.048 -0.13
C 1.823406 -1.489463 2.323182 -0.159 0.206 -0.820 -0.39
C 3.157711 -1.090042 2.276142 0.074 0.023 0.004 -0.13
C 3.983100 -1.377874 3.333528 0.040 -0.002 0.005 -0.28
S 0.753476 -1.104696 1.020202 0.486 -1.285 1.749 2.26
O 1.457035 -0.650766 -0.196209 -0.051 0.342 -0.370 -0.94
O -0.170882 -2.183748 0.782026 0.045 -0.009 0.255 -0.91
N -0.162541 0.225864 1.361848 0.232 -0.472 0.465 -0.91
C 0.615390 1.363509 1.340246 0.862 1.004 0.335 0.55
N 0.427683 2.023374 0.187016 0.469 0.310 0.575 -0.57
C 1.154144 3.124285 -0.038568 -0.065 0.203 0.075 0.11
C 2.051665 3.573198 0.901885 -0.060 -0.028 -0.069 -0.29
C 2.183474 2.808361 2.059917 -0.051 -0.024 0.017 0.15
N 1.482992 1.701541 2.276111 -0.253 -0.121 0.175 -0.42
H 3.922651 -2.778124 6.336581 0.019 -0.027 0.028 0.41
H 5.237064 -2.011555 5.537755 0.036 -0.009 0.013 0.41
H 1.764089 -3.053251 5.308891 -0.022 0.047 0.016 0.23
H 0.282326 -2.526732 3.406713 0.030 -0.027 0.063 0.24
H 3.536851 -0.576196 1.402036 0.039 0.006 0.038 0.23
H 5.028267 -1.099018 3.297498 -0.013 0.034 0.014 0.23
H 0.998927 3.640546 -0.977738 0.033 0.019 0.001 0.21
H 2.637831 4.465145 0.741785 -0.013 0.006 -0.002 0.26
H 2.880021 3.085775 2.842794 0.018 0.041 -0.041 0.23
```
Positions in Å, forces in eV/Å.



Short version: relative energy (zero: lowest compared OMol25 entry of this formula, charge and spin) = 1.661 23.449 0.282 0.709 eV, in the order given.